i.
C3H7PS2 | ωB97M-V/def2-TZVPD

```
13
C3H7PS2 (ωB97M-V/def2-TZVPD)
C -0.788 -1.051 -0.120
C 1.851 0.499 0.342
C -1.933 -0.205 -0.057
P 0.747 -0.983 0.495
S -1.585 -3.872 -0.219
S -1.622 1.648 0.039
H 2.707 0.389 1.005
H 1.294 1.393 0.618
H 2.198 0.579 -0.688
H -2.507 -0.431 0.847
H -2.593 -0.374 -0.911
H 1.451 -1.990 -0.143
H -1.228 1.766 -1.228
```

The gap between HOMO and LUMO (alpha / beta) comes out at 6.866 / 6.850 eV. Its total charge is 0. The LUMO energy (alpha / beta) is -1.37 / -1.42 eV. For the HOMO energy (alpha / beta), the calculation gives -0.303 / -0.304 hartree. The spin multiplicity is 1.


ii.
C3H7PS2 | ωB97M-V/def2-TZVPD

```
13
C3H7PS2 (ωB97M-V/def2-TZVPD)
C -1.205 -0.521 1.292
P -0.028 0.827 1.344
C 0.725 0.734 -0.170
S 1.679 2.656 -0.486
C 1.200 -0.256 -1.074
S -0.008 -1.547 -1.657
H -1.947 -0.286 2.116
H -0.681 -1.414 1.553
H -1.671 -0.662 0.330
H -0.746 2.000 1.192
H 1.744 -0.892 -0.305
H 1.900 0.056 -1.939
H -0.964 -0.694 -2.196
```

The gap between HOMO and LUMO (alpha / beta) comes out at 6.580 / 6.573 eV. Its total charge is 0. The LUMO energy (alpha / beta) is -1.50 / -1.51 eV. For the HOMO energy (alpha / beta), the calculation gives -0.297 / -0.297 hartree. The spin multiplicity is 1.


What is the most stable structure shown above? It is ii.